The following is a DFT calculation (the ωB97M-V functional and the def2-TZVPD basis) of one molecule with the formula C16H26N6O3.

Output
SMILES = COCCn1c(CN2CCN(C)CC2)nc2c1c(=O)n(C)c(=O)n2C
total charge = 0
total energy = -1179.574906 hartree
HOMO-LUMO gap = 8.789 eV

```
51
Properties=species:S:1:pos:R:3:forces:R:3
C 4.415 2.106 -1.709 0.06 0.01 0.01
H 4.519 2.479 -0.685 0.02 0.00 0.00
O 3.066 2.128 -2.121 -0.04 -0.04 -0.19
C 2.170 1.574 -1.198 -0.20 -0.13 0.09
C 2.246 0.033 -1.140 0.56 0.57 -0.42
N 1.145 -0.509 -0.390 -0.38 -0.25 0.27
C 0.029 -1.159 -0.803 0.31 0.16 0.04
N -0.763 -1.486 0.207 -0.35 -0.26 0.38
C -0.142 -1.035 1.315 1.06 0.52 -0.76
C 1.053 -0.419 0.985 -0.69 -0.31 0.37
C 1.932 0.116 1.977 -0.19 -0.12 -0.25
O 3.001 0.672 1.798 0.19 0.05 -0.02
N 1.420 -0.066 3.264 0.20 0.12 0.10
C 0.221 -0.669 3.626 -0.21 -0.12 -0.05
O -0.121 -0.771 4.785 -0.12 -0.01 0.27
N -0.564 -1.152 2.602 0.02 -0.07 0.09
C -1.827 -1.790 2.904 -0.24 -0.11 0.17
H -2.643 -1.067 2.840 -0.02 -0.06 0.01
H -1.992 -2.585 2.181 -0.03 0.02 0.04
H -1.778 -2.185 3.917 -0.03 0.02 -0.12
C 2.257 0.439 4.340 0.16 0.12 0.26
H 3.220 -0.070 4.323 -0.03 0.06 0.02
H 2.425 1.507 4.198 0.03 -0.06 0.03
H 1.748 0.256 5.282 0.07 0.02 -0.12
C -0.330 -1.459 -2.225 -0.01 0.02 -0.23
N -1.477 -0.722 -2.723 0.07 0.01 -0.04
C -2.736 -1.113 -2.111 -0.42 0.12 -0.06
C -3.887 -0.416 -2.848 0.09 -0.24 0.06
N -3.769 1.029 -2.868 -0.07 0.06 -0.05
C -4.100 1.667 -1.611 0.04 -0.03 -0.02
H -3.447 1.391 -0.771 -0.01 0.03 0.05
H -5.124 1.403 -1.348 -0.03 0.03 0.08
H -4.047 2.747 -1.746 -0.02 0.05 0.07
C -2.472 1.394 -3.397 0.23 0.04 0.05
C -1.303 0.719 -2.667 -0.18 0.16 -0.20
H -0.368 0.977 -3.171 0.04 0.05 0.04
H -1.252 1.088 -1.626 0.07 -0.01 -0.03
H -2.359 2.479 -3.354 0.01 0.00 -0.04
H -2.450 1.081 -4.445 0.10 0.05 -0.01
H -4.840 -0.689 -2.391 -0.01 -0.03 -0.03
H -3.888 -0.752 -3.889 -0.04 -0.10 0.03
H -2.844 -2.195 -2.211 -0.03 -0.03 0.07
H -2.762 -0.869 -1.038 -0.04 -0.07 -0.12
H 0.515 -1.242 -2.882 -0.02 -0.11 0.05
H -0.570 -2.523 -2.302 0.13 0.06 0.02
H 3.172 -0.261 -0.639 -0.11 -0.05 -0.14
H 2.239 -0.368 -2.155 -0.01 0.02 0.13
H 2.350 1.974 -0.191 -0.07 -0.04 -0.09
H 1.175 1.877 -1.536 0.03 -0.10 0.11
H 4.953 2.759 -2.393 0.08 -0.04 0.06
H 4.842 1.099 -1.764 0.03 0.03 0.02
```
Positions in Å, forces in eV/Å.

Atomic partial charges in e from the Löwdin method, atoms 1 to 6:
1 C -0.10
2 H 0.09
3 O -0.18
4 C -0.20
5 C -0.09
6 N 0.04